Entry from the OMol25 dataset: a cluster of 5 separate species, C31H43Cl9F2N4O5S3 in total at a distorted geometry (ωB97M-V/def2-TZVPD).

Structure (XYZ):
```
97
Properties=species:S:1:pos:R:3:forces:R:3
C 2.522223 -5.536364 1.677884 -0.224 0.245 -0.313
C 2.102953 -4.704236 2.893127 -0.010 -0.704 -0.211
C 2.691344 -3.316061 2.841876 0.079 0.313 0.152
N 2.113261 -2.413627 3.889062 -0.744 0.009 -1.047
C 1.823161 -1.131543 3.315518 0.617 -0.376 0.651
C 2.867445 -0.246787 3.058036 -0.658 -0.072 -0.378
C 2.659614 0.996928 2.464671 -0.107 -0.108 0.058
C 3.853780 1.858677 2.164540 0.027 -0.449 -0.483
C 1.343127 1.342409 2.154888 -0.345 0.176 -0.251
C 0.279217 0.478595 2.422329 0.292 -0.293 0.425
C 0.526773 -0.756781 3.007422 -0.023 0.737 -0.304
F -0.509059 -1.571323 3.263090 0.137 -0.166 0.069
N -1.056573 0.849885 2.101980 -0.216 0.251 -0.056
S -1.742952 1.969620 3.228831 -0.169 0.166 0.125
C -1.182315 1.273046 0.743583 -0.037 0.055 -0.281
C -0.330372 2.232750 0.214966 0.431 -0.141 0.262
C -0.436033 2.651111 -1.116807 -0.364 -0.234 0.135
C 0.526566 3.674158 -1.681877 0.014 -0.585 -0.039
C 1.755914 3.032741 -2.353184 -0.273 0.452 0.138
C 2.442116 3.994256 -3.310099 0.408 -0.352 0.442
Cl 3.016301 2.501812 -1.184692 -0.069 -0.180 -0.009
C -1.458076 2.079144 -1.909046 -0.040 0.088 -0.077
C -1.717150 2.473793 -3.364355 0.177 -0.798 0.419
C -1.248869 1.354444 -4.337894 0.335 0.610 0.074
C 0.093085 1.667245 -5.044425 -0.636 -0.229 -0.024
N 1.022060 0.545621 -5.078258 0.045 0.311 -0.279
C -2.314555 1.090082 -1.375189 -0.097 0.252 -0.076
C -3.397743 0.407651 -2.198567 0.834 -0.700 0.400
C -3.061062 -1.097988 -2.401986 -0.247 -0.006 0.040
C -3.535304 -1.618119 -3.756286 -0.046 -0.114 0.716
S -3.695459 -3.399873 -3.833099 0.400 -0.736 -2.085
O -4.728472 -3.728122 -4.770025 -0.624 0.482 0.517
O -2.419687 -3.958614 -4.150042 0.312 0.163 0.973
O -4.096179 -3.911790 -2.388537 0.207 0.306 0.238
C -2.163649 0.697782 -0.047476 0.047 0.537 0.298
C -3.009910 -0.344444 0.620847 0.475 0.315 -0.103
O -2.671419 -1.488392 0.648994 -0.134 -0.941 0.024
N -4.194811 0.074791 1.258704 0.095 0.332 -1.342
C -5.253898 -0.858944 1.154163 0.460 0.174 0.749
O -5.868518 -1.272826 2.051686 -0.847 -0.426 0.879
F -5.524238 -1.257271 -0.091341 0.173 0.068 -0.736
S 0.869201 2.882814 1.369217 -0.232 -0.215 -0.298
H 1.858809 -5.344506 0.833646 -0.046 0.097 -0.037
H 3.521282 -5.273738 1.331188 0.193 -0.182 0.152
H 2.460854 -6.600511 1.882306 0.159 0.010 0.022
H 1.011978 -4.656055 2.876539 -0.081 0.170 0.180
H 2.378237 -5.256786 3.791988 0.094 0.253 0.219
H 3.776252 -3.342035 2.945810 0.068 -0.083 0.089
H 2.487673 -2.908923 1.846991 -0.028 0.077 -0.056
H 1.197042 -2.817850 4.064894 0.104 -0.059 0.418
H 3.859953 -0.587267 3.303792 0.154 0.078 -0.028
H 3.600367 2.749397 1.602066 -0.094 0.226 0.127
H 4.511587 1.283118 1.510268 0.173 0.006 0.066
H 4.412549 2.101866 3.063302 -0.004 0.152 0.103
H -2.887337 1.305987 3.491022 0.188 -0.186 -0.052
H 0.828522 4.398135 -0.928667 0.067 0.062 0.014
H 0.006963 4.197672 -2.479521 0.068 0.300 0.032
H 1.418626 2.118305 -2.826744 0.132 -0.104 -0.156
H 2.920044 4.767160 -2.710487 -0.155 0.277 -0.066
H 3.261304 3.467196 -3.793865 -0.065 0.037 -0.347
H 1.761482 4.437329 -4.031803 -0.044 -0.026 -0.103
H -1.260063 3.421419 -3.620029 0.025 0.081 -0.081
H -2.788458 2.599815 -3.453967 -0.097 0.258 -0.130
H -1.149126 0.448790 -3.743193 0.059 -0.224 -0.113
H -1.986930 1.176064 -5.119222 -0.239 -0.042 0.120
H 0.540830 2.539948 -4.581890 0.220 0.020 0.051
H -0.167913 1.979770 -6.058770 0.189 0.006 -0.121
H 1.867296 0.716421 -4.557169 -0.003 -0.156 0.108
H 0.589776 -0.318539 -4.793398 0.123 -0.075 0.108
H -4.325807 0.454957 -1.630951 -0.296 0.206 -0.336
H -3.501157 0.844666 -3.181042 -0.304 0.313 0.037
H -3.556274 -1.678169 -1.633328 0.043 0.010 0.199
H -1.999420 -1.279323 -2.250350 0.106 -0.030 -0.159
H -2.807179 -1.408049 -4.533923 -0.116 0.052 -0.260
H -4.512730 -1.216268 -4.015826 -0.037 0.027 -0.101
H -4.894146 -3.470361 -2.060190 -0.117 -0.146 -0.086
H -4.462969 1.007298 0.956517 -0.106 0.051 0.258
Cl 4.380598 0.365894 5.773312 0.043 0.113 0.267
C 5.270252 -0.898506 6.626129 -0.034 -0.016 0.070
Cl 6.321118 -1.809027 5.532563 0.014 -0.032 0.019
H 5.881976 -0.439295 7.393302 0.052 0.031 -0.064
H 4.555569 -1.582433 7.068035 -0.032 -0.025 -0.094
Cl -4.593238 4.749822 -3.227334 -0.012 0.036 0.011
C -3.529137 5.565851 -4.380808 0.023 0.061 -0.017
Cl -2.988498 4.488852 -5.676862 -0.054 0.102 -0.102
H -4.075225 6.388741 -4.825488 -0.044 -0.046 -0.029
H -2.658705 5.934017 -3.850099 0.013 -0.085 0.031
Cl 3.240396 -8.944542 2.947459 0.054 -0.141 0.036
C 1.623948 -9.522722 2.522873 -0.022 -0.043 -0.036
Cl 0.358775 -8.464179 3.157865 -0.027 -0.022 -0.012
H 1.540660 -9.554212 1.443016 0.011 0.085 -0.001
H 1.490182 -10.512685 2.941581 0.011 0.031 0.071
Cl 0.617992 4.612767 5.666111 -0.012 0.030 0.010
C 1.685620 5.520489 4.590781 -0.033 0.035 0.019
Cl 2.457388 4.466921 3.398230 0.311 0.352 0.376
H 1.099008 6.265748 4.066648 -0.042 -0.066 -0.037
H 2.457563 5.995316 5.184463 0.024 -0.074 0.022
```
Positions in Å, forces in eV/Å.

Output
- SMILES: CCCNc1cc(C)c2c(c1F)N(S)c1c(c(C[C@@H](C)Cl)c(CCCN)c(CCCS(=O)(=O)O)c1C(=O)NC(=O)F)S2.ClCCl.ClCCl.ClCCl.ClCCl
- LUMO level: 0.037 eV

Results of the Löwdin charge analysis, in e, for atoms 1 through 5: -0.116, -0.251, -0.220, 0.035, -0.208


Entry from the OMol25 dataset: a structure of composition C26H26BrIN4O5S3Ti at a distorted geometry (ωB97M-V/def2-TZVPD).

Structure (XYZ):
```
67
Properties=species:S:1:pos:R:3:forces:R:3
Ti 0.191466 0.108604 0.133137 -0.198 -0.528 0.377
O 3.447770 -0.465731 2.190763 -0.162 0.137 0.140
C 3.304416 0.407090 3.226297 0.147 -0.239 -0.264
C 4.257695 0.524901 4.226979 0.076 0.006 0.085
C 4.038048 1.377922 5.293717 0.085 0.020 0.061
C 2.859641 2.112318 5.387434 -0.044 0.011 -0.009
C 1.918352 2.003764 4.384434 -0.091 0.120 0.109
C 2.137954 1.168698 3.286057 -0.126 0.115 -0.228
C 1.144586 1.143383 2.208976 -0.062 0.139 -0.275
O 1.550442 0.974414 0.912098 0.613 0.651 1.447
N -0.115639 1.308400 2.487993 -0.248 -0.028 -0.257
N -0.936132 1.251033 1.322007 0.739 0.292 0.556
C -1.960497 2.051005 1.299857 0.118 -0.188 0.020
S -3.088147 1.942687 0.000292 -0.076 -0.090 -0.138
C -3.885131 3.521179 0.393068 -0.072 0.053 0.039
C -3.888530 3.657788 1.903653 -0.101 0.072 -0.063
S -2.252691 3.196983 2.532846 0.068 0.096 0.136
H 4.320311 -0.871488 2.216282 0.038 -0.015 0.042
H 5.171110 -0.057764 4.169004 -0.047 0.012 0.008
H 4.797665 1.473266 6.062493 -0.088 -0.033 -0.067
H 2.689770 2.771016 6.228697 0.010 -0.024 -0.051
H 1.000993 2.582407 4.422295 0.123 -0.054 -0.002
H -4.893493 3.494412 -0.017267 0.005 0.009 0.031
H -3.319051 4.314094 -0.089981 0.009 0.051 0.001
H -4.627574 3.010820 2.370903 -0.057 -0.011 -0.006
H -4.073433 4.686826 2.204824 -0.022 0.028 0.010
O 0.011254 1.350481 -1.297617 -0.220 0.171 -0.914
N -0.548690 0.988197 -2.419798 0.206 0.124 0.148
N -1.017423 -0.168067 -2.331878 -0.280 -0.523 -0.176
O -0.897464 -0.806837 -1.170214 -0.791 -0.125 -1.463
C -1.665521 -0.826024 -3.467263 0.129 0.313 0.437
C -2.179341 -0.037200 -4.483505 -0.009 0.256 0.035
C -2.782769 -0.668671 -5.556898 -0.024 0.033 -0.088
C -2.865584 -2.054981 -5.597858 -0.001 -0.083 -0.027
C -2.338265 -2.821150 -4.565984 0.005 -0.051 -0.024
C -1.728974 -2.206548 -3.481542 0.056 -0.085 0.043
H -2.112937 1.044473 -4.431599 -0.012 -0.150 -0.024
H -3.190453 -0.073624 -6.365827 0.027 -0.052 0.082
H -3.339888 -2.541449 -6.442606 0.043 0.041 0.078
H -2.388257 -3.903390 -4.608930 -0.007 0.113 0.011
H -1.291154 -2.786785 -2.682406 -0.005 -0.011 0.023
Br 5.567743 -0.698366 -0.422637 -0.087 -0.050 -0.114
C 4.889945 -0.311497 -2.138708 0.098 0.115 -0.164
C 5.755536 0.288993 -3.045578 0.046 0.035 -0.090
C 5.332362 0.576760 -4.337017 0.114 0.018 0.066
C 4.038492 0.278941 -4.736683 -0.021 0.039 -0.125
C 3.163409 -0.310783 -3.840523 0.090 0.118 -0.204
C 3.599565 -0.599296 -2.558465 -0.154 0.080 0.166
I 2.193627 -1.546661 -1.347411 0.203 -0.438 0.227
H 6.764919 0.525575 -2.729408 -0.084 -0.033 -0.065
H 6.026019 1.032223 -5.034450 -0.056 -0.023 0.078
H 3.704947 0.500196 -5.745138 0.066 -0.020 0.119
H 2.152418 -0.551173 -4.143953 0.051 -0.006 0.021
O -0.180156 -1.414957 1.186467 -0.581 -0.873 0.211
S -1.123333 -2.686697 1.258095 0.271 0.384 -0.017
C -1.539714 -2.784493 3.014830 0.294 0.070 0.189
C -2.798904 -1.958416 3.226603 -0.001 -0.043 -0.114
C -3.678887 -2.305193 2.030302 -0.002 0.008 0.002
C -2.793999 -2.109012 0.798746 -0.081 -0.199 0.085
H -0.651271 -2.446533 3.548920 -0.008 -0.062 0.031
H -1.700663 -3.845066 3.220347 0.022 0.003 -0.040
H -2.550401 -0.894582 3.239640 -0.011 0.009 -0.010
H -3.265646 -2.206655 4.178239 0.012 -0.023 -0.003
H -4.561539 -1.670929 1.956295 0.005 0.000 -0.024
H -4.021370 -3.340721 2.098424 0.002 0.056 -0.008
H -2.669530 -1.059000 0.569024 0.033 0.253 -0.093
H -3.108000 -2.639093 -0.098897 0.026 0.009 0.035
```
Positions in Å, forces in eV/Å.

Output
- LUMO level: -6.678 eV
- Charge: +2

Results of the Löwdin charge analysis, in e, for atoms 1 through 5: 0.883, 0.018, -0.246, 0.003, -0.043


Entry from the OMol25 dataset: a cluster of 4 separate species, C22H31F9N2O9 in total at a distorted geometry (ωB97M-V/def2-TZVPD).

Structure (XYZ):
```
73
Properties=species:S:1:pos:R:3:forces:R:3
N 3.072235 -1.613866 -1.158779 2.045 -0.567 -2.104
C 3.928126 -1.754146 -1.946676 -2.578 0.798 2.394
C 5.076744 -1.836501 -2.818715 0.272 -0.720 0.117
C 6.305878 -2.310271 -2.018670 -0.523 0.386 -0.465
C 6.475412 -1.495286 -0.824153 1.714 0.929 2.799
N 6.871817 -0.988895 0.154311 -1.198 -0.889 -2.238
C 7.577362 -2.285304 -2.858769 -0.160 0.004 0.302
C 8.780598 -2.829716 -2.080391 -0.197 0.291 -0.668
C 9.382179 -4.101533 -2.637711 0.087 0.266 1.024
F 9.273458 -4.184895 -3.968197 -0.135 -0.139 -0.821
F 10.704417 -4.082228 -2.361813 0.454 -0.044 0.184
C 8.853472 -5.420300 -2.012165 0.155 -0.302 -0.873
F 9.800111 -6.356329 -2.160489 0.202 -0.311 0.005
F 8.644434 -5.271100 -0.704019 -0.289 0.354 0.598
C 7.575880 -5.971139 -2.711700 0.361 -0.590 0.565
F 6.822097 -4.972610 -3.186220 -0.435 0.345 -0.143
F 7.953488 -6.734073 -3.732612 0.107 -0.185 -0.452
C 6.681657 -6.839343 -1.782727 -0.371 0.103 -0.472
F 5.890108 -7.593386 -2.550032 0.011 0.016 0.116
F 5.906573 -6.044179 -1.047328 0.031 0.028 0.278
F 7.397167 -7.627749 -1.001936 0.111 -0.106 0.116
H 5.254692 -0.878580 -3.282560 0.052 0.321 -0.192
H 4.861705 -2.582092 -3.572568 0.032 -0.056 -0.441
H 6.127456 -3.329056 -1.703347 -0.171 -0.241 0.287
H 7.765136 -1.266736 -3.165343 0.120 0.337 -0.058
H 7.389325 -2.848092 -3.762059 0.053 -0.109 -0.199
H 9.569530 -2.095239 -2.124172 0.370 0.145 -0.023
H 8.560847 -2.953504 -1.030893 -0.081 -0.116 0.299
C 1.130172 0.671238 0.334147 -0.122 0.326 0.248
C 0.609565 0.930802 -1.060602 0.246 -0.411 0.069
O -0.287104 2.056124 -1.101638 -0.094 -0.074 -0.057
C 0.288211 3.252268 -1.072270 -0.137 -0.067 -0.052
O 1.466799 3.481261 -1.048498 0.175 0.055 0.006
O -0.682269 4.170803 -1.088027 -0.061 0.072 0.016
C -0.215395 5.517909 -0.994666 -0.054 0.212 0.000
H 0.300675 0.560870 1.035468 -0.029 -0.066 -0.053
H 1.725306 -0.234903 0.346642 0.022 -0.085 -0.038
H 1.749509 1.496823 0.684201 0.037 0.001 -0.075
H 0.021160 0.081292 -1.401982 -0.142 0.110 -0.040
H 1.421628 1.079079 -1.771516 0.007 0.142 0.035
H 0.528938 5.727313 -1.759235 0.067 -0.056 0.036
H 0.200953 5.704227 -0.006069 0.091 -0.018 -0.031
H -1.080395 6.156696 -1.147714 -0.076 -0.103 0.005
C -4.744710 2.284954 -1.149729 -0.221 -0.098 0.131
C -3.591720 1.811851 -0.290202 0.108 0.222 -0.424
O -4.006307 1.581097 1.067577 0.059 0.055 0.043
C -4.666286 0.447003 1.278962 0.075 0.135 0.081
O -4.915607 -0.399078 0.463465 -0.056 -0.136 -0.114
O -5.004999 0.407869 2.569085 -0.034 -0.066 0.091
C -5.797986 -0.723329 2.936221 -0.089 -0.113 0.179
H -5.214283 3.164395 -0.706032 0.084 0.063 -0.038
H -4.389752 2.541478 -2.147519 0.043 0.021 0.010
H -5.508950 1.514069 -1.243888 0.054 -0.049 -0.036
H -2.825956 2.581606 -0.237951 0.013 -0.024 0.191
H -3.128423 0.914141 -0.696835 -0.088 -0.088 0.082
H -5.317733 -1.651367 2.635347 -0.010 0.016 -0.099
H -6.787897 -0.649935 2.488771 0.026 -0.052 -0.077
H -5.890528 -0.697567 4.018039 0.047 0.122 0.000
C -11.538994 3.345862 3.879876 0.141 -0.082 -0.160
C -10.696715 3.715891 5.082332 -0.394 0.122 0.021
O -9.422317 3.059191 5.061909 -0.038 -0.070 0.063
C -8.522357 3.591486 4.236722 0.108 -0.038 0.201
O -8.675927 4.570395 3.556637 -0.053 0.120 -0.158
O -7.410841 2.864321 4.317232 0.061 -0.064 -0.031
C -6.363214 3.286902 3.438069 0.276 0.022 -0.076
H -11.635906 2.262172 3.802680 -0.066 0.001 0.076
H -12.533918 3.782475 3.965885 -0.007 -0.001 0.037
H -11.084718 3.705228 2.957672 0.003 0.078 0.029
H -11.179729 3.377465 5.996973 0.135 -0.094 0.044
H -10.557630 4.793956 5.157986 0.104 -0.006 -0.093
H -6.142766 4.343823 3.570276 -0.133 0.039 -0.030
H -6.638399 3.086301 2.403818 -0.028 0.089 -0.015
H -5.485088 2.701692 3.688114 -0.092 -0.111 0.070
```
Positions in Å, forces in eV/Å.

Output
- SMILES: N#CC[C@H](C#N)CCC(F)(F)C(F)(F)C(F)(F)C(F)(F)F.CCOC(=O)OC.CCOC(=O)OC.CCOC(=O)OC
- LUMO level: 0.289 eV

Results of the Löwdin charge analysis, in e, for atoms 1 through 5: 0.195, -0.188, -0.126, -0.318, -0.183


Entry from the OMol25 dataset: a structure of composition C5H7FO at a distorted geometry (ωB97M-V/def2-TZVPD).

Structure (XYZ):
```
14
Properties=species:S:1:pos:R:3:forces:R:3
C -0.264039 1.619899 0.084704 0.088 3.120 1.634
C 0.148336 0.204220 -0.231733 -3.254 -1.225 0.244
C 1.078093 -0.579939 0.736634 0.515 -3.422 0.097
C -1.107729 -0.763485 -0.262767 -4.883 -0.067 -0.800
C -2.307195 -1.216626 -0.318421 5.753 1.253 -0.350
H -1.654855 1.817478 -0.056487 4.939 -0.469 0.805
H 0.472016 2.507059 -0.762726 -2.532 -2.917 3.054
H 0.402369 1.670881 1.541017 -2.438 0.554 -3.970
H 1.771878 0.131376 1.812049 -1.879 -2.298 -3.860
H 0.131594 -1.645603 1.283088 3.476 3.486 -1.282
H 2.003234 -0.687520 -1.210683 -0.353 -3.152 2.720
H -3.119946 -1.900660 -0.585272 0.573 0.748 0.541
O 1.862731 -1.479339 -0.480756 -0.481 4.771 1.391
F 0.583507 0.322258 -1.548641 0.476 -0.382 -0.225
```
Positions in Å, forces in eV/Å.

Output
- LUMO level: 0.133 eV
- ΔE to the lowest compared entry with this formula, charge and spin: 1107.3 kJ/mol

Results of the Löwdin charge analysis, in e, for atoms 1 through 5: -0.070, -0.711, -0.098, -0.090, 0.111